[1]
# C4H9NO2

C4H9NO2 in the gas phase (ωB97M-V with the def2-TZVPD basis set, the OMol25 dataset).

The calculation puts the max |F| at 0.40 eV/Å. The calculation puts the gap between HOMO and LUMO at 0.383 Eh. As for the charge: 0. As for the energy above the lowest of the compared OMol25 structures with the same formula, charge and spin: 0.558 eV. As for the SMILES: C[C@@H](O)CC(N)=O.

Each line ends with the natural charge from an NBO analysis.
Cartesian coordinates (Å):
C1 -1.88 -0.13 -0.75  -0.629
C2 -0.57 0.40 -0.20  0.090
O1 -0.74 1.54 0.64  -0.729
C3 0.13 -0.69 0.62  -0.531
C4 1.59 -0.88 0.28  0.682
N1 2.27 0.30 0.09  -0.841
O2 2.11 -1.97 0.19  -0.603
H1 -2.57 -0.31 0.08  0.216
H2 -1.69 -1.07 -1.27  0.220
H3 -2.33 0.57 -1.46  0.206
H4 0.08 0.69 -1.04  0.165
H5 -1.16 2.23 0.11  0.470
H6 0.05 -0.44 1.69  0.249
H7 -0.36 -1.66 0.48  0.236
H8 3.27 0.26 0.24  0.402
H9 1.80 1.17 0.30  0.396

[2]
# C23H25N3O6S

C23H25N3O6S in the gas phase (ωB97M-V with the def2-TZVPD basis set, the OMol25 dataset).

The calculation puts the max |F| at 0.97 eV/Å. The calculation puts the gap between HOMO and LUMO at 0.327 Eh. As for the charge: 0. As for the energy above the lowest of the compared OMol25 structures with the same formula, charge and spin: 1.187 eV. As for the SMILES: COc1ccc(S(=O)(=O)NCC(=O)N(CC(=O)NCc2ccccc2)Cc2ccco2)cc1.

Each line ends with the natural charge from an NBO analysis.
Cartesian coordinates (Å):
C1 4.96 2.63 0.04  -0.253
O1 4.54 1.64 0.95  -0.487
C2 3.73 0.65 0.52  0.340
C3 3.32 -0.27 1.49  -0.239
C4 2.48 -1.31 1.15  -0.181
C5 2.04 -1.43 -0.15  -0.295
S1 0.91 -2.73 -0.59  2.307
O2 1.27 -3.27 -1.88  -0.931
O3 0.74 -3.63 0.51  -0.955
N1 -0.52 -1.86 -0.70  -0.877
C6 -1.76 -2.55 -0.40  -0.327
C7 -2.74 -1.59 0.24  0.692
O4 -3.80 -1.32 -0.33  -0.669
N2 -2.42 -1.03 1.41  -0.411
C8 -3.28 0.01 1.96  -0.316
C9 -2.97 1.37 1.32  0.674
O5 -2.43 2.28 1.91  -0.622
N3 -3.36 1.43 0.03  -0.632
C10 -2.94 2.47 -0.87  -0.267
C11 -1.81 2.02 -1.77  0.074
C12 -0.68 2.80 -1.93  -0.231
C13 0.36 2.38 -2.74  -0.217
C14 0.28 1.16 -3.40  -0.214
C15 -0.85 0.38 -3.25  -0.231
C16 -1.89 0.80 -2.44  -0.255
C17 -1.15 -1.20 2.10  -0.261
C18 -0.32 0.04 2.02  0.261
C19 0.27 0.79 2.99  -0.288
C20 0.90 1.87 2.33  -0.301
C21 0.64 1.69 1.01  0.102
O6 -0.09 0.58 0.81  -0.432
C22 2.44 -0.55 -1.13  -0.183
C23 3.29 0.50 -0.80  -0.313
H1 5.56 2.20 -0.77  0.180
H2 5.58 3.31 0.61  0.205
H3 4.11 3.17 -0.38  0.176
H4 3.68 -0.14 2.49  0.232
H5 2.15 -2.03 1.88  0.242
H6 -0.56 -1.27 -1.51  0.419
H7 -2.24 -2.96 -1.30  0.221
H8 -1.51 -3.38 0.27  0.252
H9 -3.12 0.08 3.04  0.226
H10 -4.32 -0.26 1.75  0.242
H11 -3.78 0.59 -0.37  0.429
H12 -2.62 3.32 -0.26  0.237
H13 -3.80 2.78 -1.48  0.209
H14 -0.61 3.75 -1.42  0.215
H15 1.24 3.00 -2.86  0.212
H16 1.09 0.84 -4.04  0.215
H17 -0.93 -0.56 -3.78  0.220
H18 -2.77 0.19 -2.34  0.224
H19 -1.35 -1.41 3.16  0.217
H20 -0.61 -2.05 1.68  0.247
H21 0.25 0.61 4.05  0.226
H22 1.46 2.67 2.78  0.227
H23 0.90 2.26 0.14  0.206
H24 2.10 -0.69 -2.14  0.234
H25 3.59 1.19 -1.57  0.223

[3]
# C27H22CoF3N5O7S

A molecular structure, C27H22CoF3N5O7S in a non-equilibrium geometry (ωB97M-V with the def2-TZVPD basis set, the OMol25 dataset).

The calculation puts the max |F| at 1.02 eV/Å. The calculation puts the gap between HOMO and LUMO (alpha / beta) at 0.183 / 0.182 Eh. As for the charge: -2. As for the spin multiplicity: 2.

Each line ends with the Mulliken spin population.
Cartesian coordinates (Å):
Co1 0.58 -0.13 -0.84  0.995
O1 -3.17 1.03 0.00  -0.002
C1 -1.95 1.28 0.22  0.013
N1 -0.99 1.07 -0.77  -0.016
C2 -1.34 1.49 -2.05  0.005
C3 -2.28 2.49 -2.33  0.007
C4 -2.51 2.91 -3.63  -0.006
C5 -1.81 2.34 -4.69  0.009
C6 -0.88 1.33 -4.44  -0.008
C7 -0.65 0.91 -3.13  0.008
N2 0.25 -0.09 -2.74  -0.031
C8 0.79 -1.00 -3.54  -0.012
O2 0.73 -1.12 -4.77  0.002
C9 1.53 -2.03 -2.73  0.013
C10 2.24 -3.06 -3.32  0.004
C11 2.87 -3.99 -2.51  -0.003
C12 2.76 -3.86 -1.13  0.002
C13 2.04 -2.81 -0.61  0.001
N3 1.44 -1.90 -1.39  0.007
C14 -1.55 1.84 1.48  -0.015
C15 -2.42 2.69 2.19  0.006
C16 -1.91 3.75 2.90  -0.016
C17 -0.51 4.06 2.70  0.009
C18 0.32 3.16 2.16  -0.014
N4 -0.19 1.85 1.94  -0.007
H1 -2.84 2.93 -1.51  0.002
H2 -3.24 3.69 -3.81  0.000
H3 -1.99 2.66 -5.71  0.001
H4 -0.34 0.86 -5.24  -0.001
H5 2.27 -3.10 -4.40  0.000
H6 3.45 -4.80 -2.95  0.000
H7 3.22 -4.57 -0.46  0.000
H8 1.93 -2.66 0.45  -0.003
H9 -3.48 2.58 2.02  0.001
H10 -2.56 4.46 3.39  -0.001
H11 -0.14 5.06 2.90  0.001
H12 1.35 3.36 1.88  -0.002
N5 -3.46 -1.42 1.21  0.000
C19 -3.36 -2.56 0.32  0.001
C20 -1.92 -2.88 -0.04  -0.003
O3 -1.58 -3.86 -0.65  0.000
O4 -1.05 -1.94 0.34  0.008
H13 -4.28 -1.48 1.80  0.000
H14 -3.49 -0.53 0.69  0.000
H15 -1.52 -1.31 0.92  0.009
H16 -3.88 -2.43 -0.64  -0.001
H17 -3.76 -3.47 0.78  0.000
F1 4.75 -1.10 -0.06  0.000
C21 4.35 0.01 -0.71  0.002
F2 5.42 0.81 -0.83  0.000
F3 3.99 -0.35 -1.94  0.001
S1 2.98 0.86 0.21  0.006
O5 3.69 1.71 1.12  0.002
O6 2.21 1.51 -0.84  0.022
O7 2.21 -0.23 0.81  0.000
C22 1.07 -1.25 4.50  0.000
C23 -0.18 -1.28 3.91  0.000
C24 -0.61 -0.25 3.09  0.009
C25 0.21 0.84 2.82  -0.002
C26 1.46 0.89 3.46  -0.001
C27 1.88 -0.14 4.27  0.000
H18 1.42 -2.07 5.13  0.000
H19 -0.85 -2.12 4.09  0.000
H20 -1.62 -0.27 2.70  0.001
H21 2.13 1.72 3.28  0.000
H22 2.87 -0.09 4.72  0.000

[4]
# C31H29N2S

2 unconnected molecules or ions with the total composition C31H29N2S in a non-equilibrium geometry (ωB97M-V with the def2-TZVPD basis set, the OMol25 dataset).

The calculation puts the max |F| at 2.58 eV/Å. The calculation puts the gap between HOMO and LUMO at 0.151 Eh. As for the charge: +1.

Each line ends with the natural charge from an NBO analysis.
Cartesian coordinates (Å):
C1 1.96 0.50 -1.85  -0.767
S1 1.06 -0.40 -3.14  0.898
C2 2.43 -1.57 -3.49  -0.743
C3 -0.07 -1.29 -2.24  -0.690
C4 -1.44 -1.19 -2.55  -0.020
C5 -2.29 -2.33 -2.52  -0.244
C6 -3.64 -2.19 -2.77  -0.146
C7 -4.18 -0.91 -3.00  -0.175
C8 -5.59 -0.70 -3.07  0.256
N1 -6.74 -0.46 -3.11  -0.309
C9 -3.33 0.20 -3.15  -0.155
C10 -1.97 0.05 -2.99  -0.254
H1 1.26 1.24 -1.46  0.233
H2 2.22 -0.20 -1.05  0.239
H3 2.84 0.97 -2.28  0.234
H4 2.31 -1.90 -4.52  0.253
H5 3.34 -0.97 -3.39  0.236
H6 2.41 -2.40 -2.79  0.241
H7 0.32 -2.14 -1.71  0.225
H8 -1.83 -3.31 -2.36  0.222
H9 -4.30 -3.07 -2.79  0.235
H10 -3.76 1.18 -3.39  0.232
H11 -1.31 0.89 -3.18  0.211
C11 5.90 -0.06 2.33  -0.396
N2 4.64 0.06 3.03  -0.462
C12 4.73 0.56 4.39  -0.403
C13 3.45 0.18 2.31  0.252
C14 2.90 -0.96 1.68  -0.255
C15 1.61 -0.91 1.19  -0.104
C16 0.90 0.32 1.14  -0.197
C17 -0.45 0.34 0.62  0.286
C18 -1.10 1.46 -0.01  -0.093
C19 -2.52 1.18 -0.03  0.004
C20 -3.43 2.20 -0.29  -0.197
C21 -2.94 3.50 -0.45  -0.128
C22 -1.56 3.76 -0.47  -0.221
C23 -0.63 2.73 -0.33  -0.162
C24 -2.74 -0.11 0.59  0.080
C25 -1.45 -0.62 1.01  -0.167
C26 -1.36 -1.65 1.94  -0.114
C27 -2.54 -2.11 2.53  -0.220
C28 -3.79 -1.64 2.10  -0.133
C29 -3.91 -0.66 1.11  -0.198
C30 1.52 1.48 1.65  -0.131
C31 2.75 1.41 2.28  -0.257
H12 5.74 -0.60 1.38  0.205
H13 6.34 0.93 2.10  0.184
H14 6.62 -0.61 2.95  0.210
H15 3.82 0.30 4.95  0.212
H16 5.60 0.08 4.86  0.218
H17 4.87 1.66 4.41  0.180
H18 3.45 -1.91 1.69  0.240
H19 1.13 -1.81 0.80  0.220
H20 -4.49 1.98 -0.37  0.239
H21 -3.64 4.33 -0.56  0.237
H22 -1.22 4.79 -0.60  0.235
H23 0.44 2.94 -0.41  0.225
H24 -0.40 -2.06 2.24  0.225
H25 -2.50 -2.84 3.34  0.235
H26 -4.69 -2.03 2.57  0.235
H27 -4.88 -0.32 0.74  0.237
H28 0.97 2.42 1.64  0.230
H29 3.17 2.29 2.76  0.238

[5]
# C5H14N

A gas-phase ion, C5H14N (charge +1) (ωB97M-V with the def2-TZVPD basis set, the OMol25 dataset).

The calculation puts the max |F| at 0.82 eV/Å. The calculation puts the gap between HOMO and LUMO at 0.416 Eh. As for the charge: +1. As for the energy above the lowest of the compared OMol25 structures with the same formula, charge and spin: 0.138 eV. As for the SMILES: CCCCC[NH3+].

Each line ends with the natural charge from an NBO analysis.
Cartesian coordinates (Å):
C1 0.13 -2.14 1.33  -0.615
C2 0.30 -1.54 -0.06  -0.406
C3 1.06 -0.22 -0.07  -0.415
C4 0.33 0.97 0.56  -0.436
C5 -0.97 1.34 -0.11  -0.220
N1 -0.71 1.73 -1.55  -0.673
H1 -0.02 -1.37 2.08  0.199
H2 -0.74 -2.79 1.34  0.227
H3 0.98 -2.77 1.57  0.229
H4 0.81 -2.24 -0.71  0.230
H5 -0.68 -1.41 -0.55  0.173
H6 2.00 -0.34 0.48  0.240
H7 1.44 0.05 -1.07  0.190
H8 0.10 0.74 1.61  0.251
H9 0.99 1.83 0.60  0.222
H10 -1.67 0.51 -0.15  0.230
H11 -1.47 2.18 0.37  0.236
H12 -1.46 2.31 -1.95  0.449
H13 -0.59 0.90 -2.12  0.446
H14 0.17 2.26 -1.60  0.442

[6]
# C21H30O6

A molecular structure, C21H30O6 in a non-equilibrium geometry (ωB97M-V with the def2-TZVPD basis set, the OMol25 dataset).

The calculation puts the max |F| at 19.88 eV/Å. The calculation puts the gap between HOMO and LUMO at 0.351 Eh. As for the charge: 0. As for the energy above the lowest of the compared OMol25 structures with the same formula, charge and spin: 22.552 eV.

Each line ends with the natural charge from an NBO analysis.
Cartesian coordinates (Å):
C1 -6.76 -0.92 0.80  -0.379
C2 -5.39 -1.27 0.56  -0.129
C3 -4.25 -0.53 1.28  -0.463
C4 -3.43 0.03 0.30  -0.197
C5 -3.58 1.23 -0.09  -0.025
C6 -2.84 1.97 -0.80  -0.142
C7 -1.93 1.18 -1.35  -0.144
C8 -1.72 -0.03 -1.40  -0.297
C9 -2.57 -0.66 -0.45  0.371
O1 -2.44 -2.07 -0.06  -0.513
C10 -1.43 -2.60 -0.45  -0.034
C11 -0.22 -2.39 0.27  -0.069
O2 1.04 -3.36 -0.19  -0.526
C12 1.71 -2.53 -1.15  -0.082
C13 3.02 -2.00 -0.92  -0.267
H1 3.39 -1.54 -1.55  0.159
H2 3.74 -2.92 -0.38  0.205
C14 2.84 -0.99 0.41  -0.414
C15 2.10 0.34 -0.16  0.849
O3 1.66 0.55 -1.10  -0.564
O4 1.58 0.91 0.90  -0.594
C16 0.68 2.16 0.97  -0.065
C17 -0.38 2.11 1.83  -0.664
H3 -0.07 1.97 2.97  0.238
H4 -0.98 3.07 1.44  0.254
H5 -0.92 1.16 1.55  0.230
H6 1.43 2.76 1.01  0.188
H7 0.49 2.26 -0.26  0.197
C18 4.18 -0.46 0.81  0.821
O5 5.05 -1.03 1.52  -0.543
O6 4.54 0.82 0.01  -0.582
C19 5.80 1.25 0.13  0.005
C20 6.89 0.66 -0.62  -0.633
H8 6.95 -0.56 -0.40  0.208
H9 7.79 1.05 -0.52  0.216
H10 6.59 0.89 -1.65  0.204
H11 5.74 2.34 -0.16  0.186
H12 6.11 1.18 1.58  0.103
H13 2.44 -1.37 1.23  0.251
H14 1.77 -3.30 -1.80  0.199
H15 1.16 -1.94 -1.52  0.150
H16 -0.43 -2.74 1.64  0.166
H17 -0.06 -1.45 0.40  0.163
H18 -1.73 -3.98 -0.28  0.130
H19 -1.27 -2.61 -1.61  0.154
H20 -0.78 -0.65 -1.83  0.251
H21 -1.10 1.66 -2.20  0.186
C21 -2.82 3.38 -1.09  -0.614
H22 -3.68 3.77 -2.00  0.206
H23 -2.15 4.02 -1.43  0.238
H24 -3.24 4.10 -0.28  0.221
H25 -4.34 2.02 0.54  0.169
H26 -3.66 -1.34 1.74  0.237
H27 -4.72 0.02 2.13  0.238
H28 -5.13 -2.09 -0.02  0.199
H29 -7.56 -1.30 0.36  0.179
H30 -7.14 -0.22 1.34  0.171

- What is the formula in the second record?
  C23H25N3O6S

- What is the charge in the sixth record?
  0